Here is a structure of composition C53H36N5OSTa in a non-equilibrium geometry from OMol25. Energies are from ωB97M-V/def2-TZVPD.

Gap between HOMO and LUMO (spin up / spin down) (Eh): 0.1985 / 0.1985
Total charge: +2
HOMO energy (spin up / spin down) (eV): -12.495 / -12.495
Largest force on an atom (eV/Å): 3.57
Relative energy (zero: lowest compared OMol25 entry of this formula, charge and spin) (kcal per mole): 0.0

```
97
C53H36N5OSTa | OMol25 | ωB97M-V/def2-TZVPD
Ta 0.791 0.240 -0.700
C -3.511 -2.211 -6.643
C -2.433 -1.309 -6.745
C -1.670 -1.015 -5.627
C -2.069 -1.478 -4.375
C -3.158 -2.352 -4.240
C -3.824 -2.748 -5.417
C -1.269 -0.995 -3.278
C -1.552 0.218 -2.775
C -2.736 1.020 -3.139
C -2.682 2.164 -2.469
C -1.542 2.132 -1.572
C -1.293 3.115 -0.661
C -2.114 4.356 -0.639
C -1.899 5.189 -1.669
C -2.524 6.431 -1.693
C -3.322 6.847 -0.678
C -3.486 6.004 0.408
C -2.954 4.735 0.466
C -0.312 2.928 0.405
N 0.353 1.761 0.668
C 1.291 2.062 1.664
C 2.258 1.203 2.150
C 2.992 1.690 3.392
C 2.190 1.939 4.516
C 2.789 2.262 5.757
C 4.167 2.366 5.827
C 4.952 2.069 4.696
C 4.382 1.747 3.489
C 2.488 -0.131 1.746
C 3.169 -1.100 2.507
C 3.271 -2.268 1.748
C 2.686 -1.963 0.515
N 2.187 -0.740 0.512
C 2.337 -2.887 -0.548
C 1.474 -2.719 -1.568
C 1.121 -3.647 -2.627
C 0.162 -3.115 -3.387
C -0.158 -1.837 -2.769
N 0.631 -1.576 -1.733
C 2.890 -4.237 -0.450
C 2.072 -5.301 -0.015
C 2.581 -6.616 -0.032
C 3.922 -6.816 -0.465
C 4.688 -5.771 -0.868
C 4.218 -4.451 -0.846
C 1.133 3.437 2.050
C 0.109 3.913 1.336
N -0.868 0.928 -1.789
H -4.063 -2.484 -7.496
H -2.165 -0.871 -7.713
H -0.832 -0.319 -5.629
H -3.433 -2.792 -3.295
H -4.681 -3.408 -5.391
H -3.515 0.755 -3.784
H -3.374 2.933 -2.623
H -1.222 4.891 -2.468
H -2.367 7.083 -2.582
H -3.743 7.853 -0.624
H -4.108 6.385 1.212
H -3.100 4.070 1.354
H 1.143 1.807 4.384
H 2.137 2.421 6.597
H 4.640 2.527 6.780
H 6.054 2.011 4.836
H 4.969 1.436 2.640
H 3.673 -1.055 3.449
H 3.709 -3.128 2.152
H 1.618 -4.607 -2.753
H -0.290 -3.625 -4.218
H 1.061 -5.075 0.316
H 1.893 -7.449 0.263
H 4.332 -7.812 -0.497
H 5.645 -5.958 -1.380
H 4.851 -3.616 -1.064
H 1.717 3.881 2.863
H -0.308 4.887 1.224
S 3.727 2.638 -3.350
C 2.809 1.770 -2.468
N 2.004 1.264 -1.739
C -0.225 -2.144 2.393
C -1.068 -1.128 1.689
O -0.709 -0.683 0.580
C -2.315 -0.642 2.318
C -2.877 0.509 1.742
C -3.929 1.150 2.425
C -4.302 0.640 3.661
C -3.828 -0.533 4.218
C -2.824 -1.135 3.560
H 0.669 -2.494 1.809
H -0.855 -3.021 2.611
H 0.106 -1.737 3.336
H -2.624 0.848 0.728
H -4.290 2.147 2.150
H -5.000 1.213 4.204
H -4.264 -0.899 5.154
H -2.374 -1.984 3.991
```

Here is the molecule C12H24N2O3 in a non-equilibrium geometry from OMol25. Energies are from ωB97M-V/def2-TZVPD.

Structure (SMILES): CC[C@H](C)[C@H](NC(=O)[C@@H](N)CC(C)C)C(=O)O
Gap between HOMO and LUMO (Eh): 0.3826
HOMO energy (eV): -9.766
Largest force on an atom (eV/Å): 2.80
Relative energy (zero: lowest compared OMol25 entry of this formula, charge and spin) (kcal per mole): 32.4

```
41
C12H24N2O3 | OMol25 | ωB97M-V/def2-TZVPD
C 0.560 1.727 -0.109
C 0.948 0.993 -1.474
C 1.163 0.979 1.133
C 1.622 1.890 2.258
C 2.921 2.615 1.943
C 0.498 2.891 2.758
C -0.350 -1.099 -0.825
C 0.315 -2.002 0.214
C -1.202 -1.975 -1.775
C -0.452 -3.011 -2.578
C -2.426 -2.622 -1.054
C -3.233 -1.622 -0.287
H -1.275 2.378 -0.824
H -1.144 2.235 0.809
H 1.029 2.759 -0.110
H 0.334 0.398 1.536
H 1.927 0.282 0.858
H 1.793 1.313 3.196
H 3.690 1.916 1.488
H 2.733 3.335 1.098
H 3.442 3.242 2.753
H 0.366 3.644 1.887
H -0.457 2.341 2.946
H 0.778 3.486 3.616
H 0.646 -0.547 -2.600
H -1.007 -0.443 -0.335
H -1.533 -1.215 -2.456
H 0.395 -2.485 -3.045
H -0.005 -3.782 -1.920
H -1.061 -3.546 -3.393
H -2.213 -3.377 -0.316
H -3.088 -3.108 -1.798
H -2.739 -1.346 0.687
H -3.464 -0.689 -0.752
H -4.135 -2.181 -0.037
H 1.936 -1.593 -0.644
N -0.867 1.804 -0.028
N 0.598 -0.350 -1.616
O 1.608 1.583 -2.317
O -0.260 -2.574 1.111
O 1.610 -2.246 0.002
```

Here is a structure of composition C15H14BrN4O2PdS in a non-equilibrium geometry from OMol25. Energies are from ωB97M-V/def2-TZVPD.

Gap between HOMO and LUMO (spin up / spin down) (Eh): 0.3270 / 0.2109
Total charge: +3
HOMO energy (spin up / spin down) (eV): -18.570 / -18.820
Multiplicity: 5
Largest force on an atom (eV/Å): 1.45
Expectation value of S²: 6.043

```
38
C15H14BrN4O2PdS | OMol25 | ωB97M-V/def2-TZVPD
Pd 1.134 -0.043 0.503
C 1.954 2.118 -3.248
C 1.503 1.175 -2.186
N 1.177 1.514 -0.989
N 1.315 2.796 -0.458
C 2.044 2.919 0.642
N 2.389 4.085 1.131
S 2.708 1.482 1.386
C 1.535 -0.277 -2.499
C 1.615 -0.762 -3.779
C 1.585 -2.126 -3.990
C 1.524 -2.993 -2.915
C 1.516 -2.457 -1.656
N 1.518 -1.130 -1.452
H 2.357 3.059 -2.834
H 1.109 2.371 -3.931
H 2.704 1.634 -3.880
H 0.848 3.609 -0.913
H 2.111 4.951 0.692
H 2.828 4.132 2.066
H 1.693 -0.071 -4.603
H 1.536 -2.518 -4.994
H 1.457 -4.086 -3.035
H 1.470 -3.118 -0.780
Br -6.055 -2.230 4.771
C -4.474 -1.761 3.947
C -3.849 -0.518 4.286
C -2.771 -0.065 3.581
C -2.256 -0.842 2.533
C -2.865 -2.064 2.179
C -3.926 -2.544 2.865
C -1.063 -0.451 1.790
O -0.342 0.516 2.145
O -0.762 -1.084 0.746
H -4.221 -0.002 5.159
H -2.269 0.894 3.818
H -2.434 -2.623 1.352
H -4.342 -3.491 2.550
```